222
Properties=species:S:1:pos:R:3 method="wB97M-V/def2-TZVPD" energy_ha=-3584.22060 homo_lumo_gap_ev=8.98 relative_energy_ev=0.0000
C 15.19077 13.56006 13.08643
C 15.59913 12.81375 11.79274
C 15.13896 11.35171 11.87167
C 14.90778 13.39082 10.58407
C 15.46421 14.70014 10.23237
C 16.91341 14.50143 9.90201
C 17.70267 14.04059 11.07635
C 19.07217 13.67572 10.58336
C 17.72000 15.12883 12.20799
N 17.06683 12.74167 11.58843
O 17.75721 12.31254 12.76768
H 14.57602 14.42390 12.88291
H 14.66933 12.96260 13.81900
H 16.05898 13.84560 13.65010
H 15.44264 10.85191 12.79574
H 14.02327 11.32481 11.88190
H 15.43177 10.78803 10.98740
H 15.07897 12.68032 9.76527
H 13.83399 13.30370 10.82747
H 14.99840 15.06378 9.30123
H 15.17214 15.41302 11.02810
H 17.19468 15.46919 9.48625
H 16.96059 13.69992 9.17148
H 19.58134 14.49668 10.04297
H 19.05741 12.87628 9.82019
H 19.60448 13.30822 11.45025
H 18.34661 15.95846 11.83779
H 18.26485 14.79620 13.10444
H 16.72732 15.46341 12.50017
H 18.01431 11.39751 12.64124
C 9.54064 13.78684 12.48354
C 9.96705 15.10592 11.83616
C 11.52088 15.23093 11.85959
C 9.32294 15.17059 10.46756
C 9.36992 16.55151 9.86995
C 8.64201 17.48322 10.83322
C 9.27038 17.54420 12.19405
C 10.57580 18.35455 12.14679
C 8.28271 18.33862 13.07554
N 9.35024 16.20615 12.72872
O 9.95207 16.23639 14.04239
H 8.47558 13.63003 12.45408
H 10.04646 12.92327 12.06457
H 9.82315 13.83069 13.54655
H 11.96768 15.12116 12.86428
H 11.98162 14.37097 11.33455
H 11.80485 16.15623 11.40798
H 9.91444 14.49748 9.81576
H 8.31745 14.77432 10.48205
H 10.39225 16.87660 9.75157
H 8.95577 16.42714 8.85423
H 7.57601 17.19604 10.85576
H 8.57188 18.55287 10.50580
H 10.42415 19.43348 12.08747
H 11.20007 18.03163 11.31189
H 11.14865 18.17020 13.06327
H 8.06154 19.34318 12.72905
H 8.80515 18.46320 14.02666
H 7.34604 17.76373 13.27599
H 10.77983 16.75175 13.91857
C 15.17464 18.66836 19.85447
C 16.36872 17.74151 19.78295
C 17.20325 17.89104 21.00542
C 15.85874 16.37267 19.59476
C 16.94050 15.34042 19.33791
C 17.66388 15.73141 18.07940
C 18.21272 17.16268 18.09337
C 19.49458 17.30484 18.91841
C 18.44043 17.57835 16.57909
N 17.10757 18.11714 18.55822
O 17.78025 19.36034 18.86331
H 15.53104 19.70288 19.88624
H 14.49385 18.48093 19.01481
H 14.65496 18.56488 20.81309
H 17.68733 18.86805 21.02587
H 16.63526 17.95712 21.91160
H 17.92486 17.11520 21.21112
H 15.25481 16.22349 20.49241
H 15.14027 16.34477 18.74637
H 17.65400 15.28107 20.18818
H 16.44269 14.36132 19.26770
H 16.94038 15.68652 17.25972
H 18.52685 15.09893 17.91282
H 19.46560 16.57148 19.74938
H 19.50305 18.26893 19.39910
H 20.45220 17.21770 18.39903
H 18.65380 18.67548 16.61119
H 17.49773 17.49550 15.99954
H 19.24562 17.12080 16.01289
H 17.42303 19.96318 18.18568
C 17.32369 19.27468 11.91603
C 16.84136 19.50181 10.45831
C 15.80985 18.43310 10.05596
C 16.11186 20.88731 10.30516
C 17.17281 22.00448 10.35149
C 18.21792 21.78331 9.27867
C 18.97062 20.47732 9.39279
C 19.83674 20.28794 8.14542
C 19.93001 20.49228 10.62053
N 17.82942 19.43969 9.42284
O 18.45301 18.15821 9.32863
H 18.13009 18.54527 11.83926
H 17.74946 20.13108 12.43030
H 16.54886 18.81637 12.49845
H 14.85824 18.61366 10.58912
H 15.66807 18.34882 8.99218
H 16.11931 17.41850 10.36774
H 15.65809 20.83621 9.29362
H 15.32695 20.78522 11.04256
H 16.64964 22.93008 10.15748
H 17.62702 22.08986 11.36504
H 18.78589 22.70397 9.28393
H 17.72137 21.67204 8.27569
H 19.16311 20.31934 7.29320
H 20.32052 19.31240 8.14738
H 20.50714 21.14726 8.07759
H 20.48340 21.44348 10.66051
H 20.63595 19.64462 10.53478
H 19.40007 20.28668 11.55577
H 18.79227 17.90627 10.19850
C 11.69046 16.74591 19.34484
C 10.19095 17.04297 19.18459
C 9.35462 15.72437 19.18391
C 9.73672 17.88908 20.32999
C 10.13911 19.36601 20.27890
C 9.61652 19.86747 18.96361
C 10.19902 19.13724 17.75322
C 9.45414 19.64082 16.50769
C 11.70499 19.50435 17.72092
N 9.79460 17.73171 17.90807
O 10.41689 16.92831 16.81032
H 11.88281 15.93855 20.05775
H 12.12657 16.38865 18.40537
H 12.29320 17.62926 19.67948
H 9.73761 15.08554 18.36316
H 9.28199 15.15435 20.11468
H 8.32739 15.97639 18.87994
H 8.61916 17.84367 20.26233
H 10.02139 17.39421 21.25368
H 9.61058 19.89190 21.07652
H 11.21316 19.53912 20.43076
H 9.74834 20.95925 18.88813
H 8.54435 19.71368 18.91335
H 9.62987 20.70492 16.27689
H 8.36800 19.48390 16.60110
H 9.82196 19.10901 15.62656
H 11.84239 20.47048 17.22754
H 12.24263 18.79940 17.08915
H 12.21693 19.69292 18.67069
H 9.70516 16.68072 16.16786
C 17.56808 24.46461 17.38570
C 16.21078 23.76207 17.44119
C 15.82168 23.43258 18.83118
C 15.13391 24.60629 16.76941
C 13.89707 23.82042 16.41821
C 14.22789 22.76973 15.42642
C 15.26761 21.79582 16.02454
C 14.59046 20.92938 17.11917
C 15.82938 20.85886 14.97782
N 16.40528 22.58993 16.55507
O 17.28935 21.66220 17.30888
H 18.36204 23.85802 17.80153
H 17.80773 24.77176 16.37967
H 17.52796 25.35610 18.02228
H 16.44369 22.65020 19.27563
H 16.06229 24.33614 19.41935
H 14.74684 23.25147 18.97890
H 14.85451 25.46365 17.39038
H 15.48847 24.96996 15.82120
H 13.32726 23.44774 17.27028
H 13.21253 24.55966 15.98888
H 14.65124 23.29330 14.51707
H 13.42764 22.14843 15.04120
H 13.83793 20.25070 16.72935
H 14.15174 21.59200 17.85471
H 15.38827 20.31749 17.56938
H 15.08445 20.18126 14.49405
H 16.60507 20.23731 15.46024
H 16.27298 21.47573 14.18368
H 18.06933 21.71668 16.74044
C 13.90662 11.44305 17.61312
C 12.55503 12.19272 17.64509
C 12.41187 12.95382 18.95639
C 12.45973 13.17781 16.44648
C 12.12172 12.61917 15.10591
C 10.77834 11.97404 15.20958
C 10.79524 10.81835 16.24570
C 9.36405 10.35498 16.47102
C 11.67951 9.65979 15.80702
N 11.29544 11.42216 17.53265
O 11.32429 10.36458 18.52980
H 13.88210 10.65114 16.84040
H 14.71228 12.15950 17.40612
H 14.11842 10.87304 18.53849
H 12.37158 12.19128 19.75730
H 13.26687 13.62093 19.25653
H 11.53271 13.58303 18.99129
H 11.66457 13.90462 16.68580
H 13.35233 13.79303 16.38752
H 12.07466 13.38446 14.31178
H 12.87614 11.89798 14.73889
H 10.42474 11.58041 14.29950
H 10.06599 12.78133 15.56061
H 8.90680 10.06073 15.53980
H 8.74940 11.16193 16.88456
H 9.23865 9.51731 17.14897
H 11.93823 8.93949 16.63128
H 12.62818 9.99831 15.39558
H 11.19780 8.98167 15.09720
H 10.51661 10.53799 19.04784
C 14.16436 17.21605 13.69170
C 13.49325 16.67558 14.88737
C 14.39116 16.69200 16.09539
O 12.27001 17.50799 14.96415
H 15.17361 16.78133 13.59436
H 14.32403 18.25768 13.93186
H 13.58232 17.10324 12.76838
H 13.18704 15.63900 14.81804
H 14.88514 17.67078 16.15221
H 15.13112 15.87457 16.09646
H 13.80669 16.59369 17.00253
H 11.74250 17.24491 15.74027